Below is a molecular structure, C10H34LiN8O16, with properties calculated with ωB97M-V/def2-TZVPD.

Element x y z (Å)
Li1 -0.62013 -3.92421 -1.62509
C1 0.31005 -0.78474 0.57184
C2 -0.08733 0.53063 0.37617
C3 -1.24961 0.89819 -0.53249
O1 -1.53221 2.10571 -0.80560
C4 -1.99942 -0.08540 -1.11114
C5 -1.62997 -1.48484 -0.99861
C6 -0.31696 -1.83557 -0.10269
O2 0.14291 -3.00388 -0.14774
O3 -2.20296 -2.48602 -1.46833
O4 0.47191 1.39933 1.13232
H1 1.10425 -1.06379 1.25032
H2 -2.68918 0.05964 -1.92722
O5 -4.18869 3.14847 0.12519
H3 -3.39785 2.69374 -0.20615
H4 -4.63082 3.46472 -0.66944
O6 -5.81627 -1.12219 -1.23607
H5 -5.90055 -1.38956 -2.15595
H6 -5.19673 -1.76427 -0.84197
O7 -2.83623 3.62538 -2.86320
H7 -2.41130 3.50400 -1.99604
H8 -2.25242 3.17775 -3.48034
O8 -2.28067 1.41519 2.76804
H9 -2.38266 2.36317 2.90940
H10 -1.41273 1.33473 2.35839
O9 -4.53282 -3.58113 -0.65126
H11 -4.47214 -4.16593 0.11173
H12 -3.60115 -3.43656 -0.93523
O10 -3.53715 -1.44964 -3.89422
H13 -3.79857 -2.07741 -3.21362
H14 -2.85654 -0.91916 -3.47531
O11 0.40642 3.44958 3.13688
H15 0.34984 2.94514 3.95536
H16 0.75216 2.81513 2.48530
O12 -0.13044 4.56850 0.33545
H17 0.65036 5.09929 0.14558
H18 -0.06016 3.79862 -0.24279
C7 3.78339 1.41051 2.68727
O13 4.81821 1.46165 3.36506
N1 3.54461 2.11760 1.56145
N2 2.71847 0.63811 3.01453
H19 2.65393 1.83655 1.17658
H20 4.15056 2.80786 1.17011
H21 2.01212 0.43615 2.32120
H22 2.91691 0.15551 3.87638
C8 0.45446 -4.02156 3.45738
O14 0.57273 -4.80017 4.41183
N3 -0.33287 -2.91088 3.55946
N4 1.14544 -4.17903 2.29003
H23 -0.43047 -2.41100 2.69347
H24 -0.81801 -2.82341 4.42979
H25 0.92051 -3.53092 1.54057
H26 1.44246 -5.10256 2.04109
C9 3.33422 -2.46718 -2.04906
O15 2.48105 -2.91539 -2.82721
N5 4.44689 -1.82453 -2.48248
N6 3.20801 -2.59076 -0.69114
H27 4.98124 -1.43923 -1.72855
H28 4.71978 -1.75123 -3.43945
H29 3.78020 -1.94103 -0.18585
H30 2.47376 -3.11058 -0.25578
C10 2.19949 2.54037 -2.50705
O16 3.02263 2.88357 -3.36200
N7 2.56543 1.91464 -1.35473
N8 0.88664 2.81393 -2.61988
H31 1.92427 1.73880 -0.59871
H32 3.53223 1.73432 -1.17236
H33 0.46445 3.07704 -3.48694
H34 0.26297 2.43025 -1.91650

Forces on atoms 1 to 3 (eV/Å):
Li -0.2 0.8 0.3
C -0.9 -1.8 -0.9
C 0.9 1.1 3.0

Values from the calculation:
Charge ... -1
E_LUMO ... 0.751 eV
M ... 529.4 g mol⁻¹